No. 1
Molecular formula: C36H47FIN9O4P
Method: DFT, the ωB97M-V functional and the def2-TZVPD basis

```
99
Properties=species:S:1:pos:R:3:mulliken_charge:R:1
C -0.44 3.12 5.12 -0.79
C -0.38 1.46 4.96 -0.32
C 0.29 0.97 3.55 0.28
O 1.29 2.03 3.18 -0.47
C -0.84 1.00 2.33 0.25
O -1.97 1.76 2.41 -0.75
O -0.55 0.21 1.11 -0.61
N 1.08 -0.32 3.63 0.16
F 2.24 -0.19 4.32 -0.20
P 0.09 -1.70 4.17 0.21
O -0.31 -1.62 5.87 -0.53
I 1.69 -3.63 4.05 -0.10
H -0.52 3.68 4.09 0.12
H -1.35 3.47 5.80 0.30
H 0.53 3.51 5.66 0.22
H -1.46 1.03 5.08 0.24
H 0.29 1.09 5.86 0.27
H 1.75 1.71 2.34 0.31
H -1.28 -1.82 6.02 0.32
N -3.50 -2.03 -1.13 -0.16
C -2.64 -1.67 -0.13 -0.77
C -1.81 -2.74 0.13 -0.05
C -2.18 -3.78 -0.75 -0.87
C -3.22 -3.32 -1.52 -0.49
H -4.22 -1.45 -1.53 0.35
H -2.69 -0.68 0.32 0.53
H -1.02 -2.76 0.88 0.47
H -1.73 -4.76 -0.82 0.42
H -3.78 -3.79 -2.31 0.42
N -3.51 -0.64 -3.76 0.32
C -3.84 -0.84 -5.07 -0.65
C -3.55 0.31 -5.76 -0.55
C -3.03 1.24 -4.83 -0.56
C -3.01 0.63 -3.60 -0.67
H -3.63 -1.32 -3.01 0.22
H -4.25 -1.79 -5.40 0.43
H -3.70 0.47 -6.83 0.42
H -2.69 2.25 -5.04 0.57
H -2.69 0.98 -2.63 0.57
N 1.30 7.43 4.04 -0.01
C 2.16 7.79 5.04 -0.48
C 2.99 6.73 5.30 -0.51
C 2.62 5.68 4.42 -0.26
C 1.58 6.14 3.65 -0.61
H 0.57 8.02 3.64 0.20
H 2.10 8.78 5.49 0.37
H 3.77 6.70 6.05 0.37
H 3.07 4.70 4.35 0.46
H 1.01 5.67 2.86 0.48
N 3.41 -7.18 5.46 0.00
C 3.11 -7.21 6.79 -0.50
C 2.32 -8.32 7.02 -0.33
C 2.14 -8.97 5.78 -0.35
C 2.83 -8.25 4.83 -0.48
H 3.97 -6.47 5.00 0.21
H 3.49 -6.45 7.46 0.36
H 1.92 -8.62 7.98 0.37
H 1.57 -9.87 5.60 0.37
H 2.95 -8.40 3.77 0.36
N -0.08 -0.39 -4.41 0.42
C 0.97 -1.23 -4.14 -0.91
C 2.14 -0.52 -4.30 -0.33
C 1.78 0.80 -4.68 -0.98
C 0.40 0.85 -4.73 -0.15
H -1.06 -0.64 -4.37 0.06
H 0.79 -2.26 -3.86 0.44
H 3.14 -0.91 -4.17 0.60
H 2.45 1.62 -4.88 0.46
H -0.27 1.66 -4.97 0.34
N -0.60 -1.47 -7.32 0.35
C -1.19 -2.71 -7.31 -0.41
C -1.04 -3.27 -8.56 -0.57
C -0.34 -2.33 -9.36 -0.54
C -0.08 -1.23 -8.57 -0.46
H -0.57 -0.84 -6.54 0.12
H -1.66 -3.10 -6.42 0.38
H -1.40 -4.24 -8.87 0.39
H -0.05 -2.44 -10.40 0.38
H 0.43 -0.30 -8.78 0.40
N 4.19 -0.56 -1.43 0.11
C 5.23 -1.40 -1.16 -0.57
C 6.40 -0.69 -1.33 -0.39
C 6.05 0.63 -1.70 -0.36
C 4.67 0.68 -1.76 -0.57
H 3.21 -0.81 -1.39 0.21
H 5.06 -2.43 -0.88 0.40
H 7.40 -1.08 -1.19 0.37
H 6.72 1.45 -1.91 0.40
H 4.00 1.49 -2.00 0.40
N -4.01 3.80 1.35 0.14
C -4.24 4.16 0.05 -0.44
C -4.85 5.39 0.05 -0.50
C -4.99 5.79 1.40 -0.44
C -4.46 4.79 2.18 -0.48
H -3.58 2.93 1.65 0.31
H -3.95 3.51 -0.77 0.39
H -5.16 5.95 -0.82 0.37
H -5.43 6.71 1.77 0.38
H -4.37 4.69 3.26 0.37
```

Kohn-Sham gap   7.50 eV
Multiplicity   1
Max |F|   7.98 eV/Å
Total charge   -1
HOMO   -5.728 eV


No. 2
Molecular formula: C36H47N2O2PSSbSe4Si2Tc
Method: DFT, the ωB97M-V functional and the def2-TZVPD basis

```
97
Properties=species:S:1:pos:R:3:mulliken_charge:R:1
Tc -0.85 1.02 -0.45 -1.06
O -0.76 1.11 -2.47 0.40
N -1.42 2.10 -3.10 0.26
C -1.58 1.95 -4.44 -0.46
C -2.20 2.92 -5.16 -0.65
C -2.66 4.07 -4.50 -0.39
C -2.50 4.19 -3.15 -0.93
C -1.88 3.16 -2.41 0.59
S -1.65 3.22 -0.70 -0.04
H -1.20 1.01 -4.83 0.47
H -2.33 2.79 -6.23 0.47
H -3.15 4.85 -5.06 0.41
H -2.86 5.05 -2.61 0.54
C 3.60 0.77 -0.84 -1.57
C 2.82 1.65 -1.81 0.64
C 2.25 0.83 -2.96 -1.32
C 1.80 2.55 -1.10 -0.64
C 2.48 3.75 -0.42 -0.77
O 2.48 3.40 0.98 -0.45
C 1.63 2.40 1.14 0.21
N 1.11 1.90 0.07 1.40
C 1.49 1.93 2.53 -0.22
C 2.60 2.14 3.36 -0.95
C 2.60 1.67 4.66 -0.92
C 1.49 0.98 5.13 -0.81
C 0.38 0.80 4.32 -0.60
C 0.36 1.27 3.01 0.59
P -1.16 1.12 2.01 2.99
C -2.07 2.65 2.38 -0.01
C -1.41 3.81 2.77 -0.30
C -2.11 5.00 2.91 -0.83
C -3.48 5.04 2.67 -0.63
C -4.14 3.88 2.28 -0.95
C -3.44 2.69 2.13 -0.20
C -2.07 -0.20 2.85 0.08
C -2.90 0.09 3.93 -0.49
C -3.57 -0.94 4.59 -0.84
C -3.41 -2.25 4.18 -0.73
C -2.57 -2.55 3.11 -0.92
C -1.91 -1.53 2.45 0.21
H 4.43 0.28 -1.35 0.58
H 2.96 0.00 -0.41 0.05
H 4.03 1.35 -0.01 0.36
H 3.53 2.35 -2.26 0.45
H 1.54 0.08 -2.62 -0.13
H 3.06 0.31 -3.48 0.56
H 1.73 1.46 -3.68 0.32
H 1.04 2.89 -1.80 0.62
H 1.94 4.69 -0.54 0.30
H 3.51 3.88 -0.73 0.38
H 3.46 2.67 2.98 0.57
H 3.46 1.83 5.29 0.44
H 1.48 0.60 6.15 0.47
H -0.48 0.27 4.72 0.46
H -0.35 3.80 2.99 0.37
H -1.59 5.90 3.23 0.47
H -4.02 5.96 2.78 0.44
H -5.21 3.90 2.10 0.46
H -3.97 1.80 1.84 0.49
H -3.04 1.11 4.26 0.54
H -4.21 -0.70 5.43 0.48
H -3.94 -3.05 4.69 0.43
H -2.45 -3.57 2.77 0.48
H -1.25 -1.78 1.62 0.08
Se -2.62 -4.30 -0.70 -0.54
Sb -2.61 -2.14 -1.70 0.64
Se -2.98 0.09 -0.43 -0.22
Se -0.14 -1.18 -0.83 0.01
Se -2.95 -1.97 -4.04 -0.51
C -1.39 -5.71 -4.15 -0.67
Si 0.19 -4.82 -4.13 0.29
C 0.39 -3.09 -4.64 -0.33
C 1.76 -5.62 -3.69 -0.86
C 0.78 -2.54 -0.25 -0.03
Si 2.18 -2.84 1.01 0.37
C 3.78 -2.86 0.04 -1.27
C 1.73 -4.52 1.67 -1.16
C 2.09 -1.49 2.27 -0.29
H -1.25 -6.78 -4.03 0.35
H -1.91 -5.49 -5.09 0.35
H -2.01 -5.32 -3.34 0.12
H -0.40 -2.75 -5.31 0.35
H 1.38 -2.96 -5.09 0.43
H 0.34 -2.45 -3.75 -0.18
H 2.36 -5.70 -4.60 0.38
H 1.66 -6.62 -3.26 0.38
H 2.33 -4.98 -3.00 0.25
H 0.37 -3.45 -0.72 0.42
H 3.66 -2.41 -0.95 0.31
H 4.15 -3.88 -0.08 0.41
H 4.55 -2.29 0.56 0.41
H 1.86 -5.29 0.91 0.31
H 0.69 -4.54 2.00 0.31
H 2.35 -4.79 2.52 0.37
H 1.83 -0.54 1.80 -0.55
H 3.05 -1.36 2.78 0.57
H 1.34 -1.72 3.03 0.32
```

Kohn-Sham gap (alpha / beta)   6.06 / 6.07 eV
Multiplicity   1
Max |F|   1.84 eV/Å
Total charge   +2
Relative energy (zero: lowest compared OMol25 entry of this formula, charge and spin)   0.2955 eV
HOMO (alpha / beta)   -12.527 / -12.528 eV


No. 3
Molecular formula: C36H48BFO18S
Method: DFT, the ωB97M-V functional and the def2-TZVPD basis

```
105
Properties=species:S:1:pos:R:3:mulliken_charge:R:1
C -5.62 1.62 4.18 -1.62
C -4.84 0.69 3.21 0.81
C -4.84 -0.79 3.64 -0.81
C -3.53 -1.32 4.22 -0.48
C -2.78 -0.42 5.23 -0.76
C -1.26 -0.32 4.94 -0.58
C -0.85 1.00 4.26 -1.44
C -1.17 0.98 2.76 0.11
C -0.04 0.43 1.86 -0.99
C -0.56 -0.58 0.83 0.15
C -1.04 0.06 -0.48 0.49
C -1.80 1.38 -0.37 -1.51
B -0.85 2.61 -0.52 1.18
O 0.12 2.57 -1.49 -1.00
O -0.97 3.71 0.31 -0.55
S -2.13 -1.16 -1.25 1.22
O -2.09 -1.04 -2.67 -0.69
O -3.39 -1.16 -0.58 -0.50
O -1.42 -2.53 -0.79 -0.40
C 0.01 -2.43 -0.76 -1.52
C 0.48 -1.65 0.48 2.28
F 1.64 -0.99 0.05 -0.59
C 0.80 -2.57 1.67 -0.85
C 2.29 -2.89 1.80 -0.64
C 2.56 -3.92 2.89 -0.56
C 4.04 -3.99 3.23 -0.60
O 4.30 -3.04 4.26 -0.52
H -4.95 2.29 4.72 0.37
H -6.18 1.04 4.92 0.31
H -6.33 2.23 3.63 0.41
H -3.81 1.04 3.21 -0.44
H -5.25 0.79 2.22 0.49
H -5.68 -1.00 4.30 0.53
H -5.03 -1.38 2.74 0.06
H -2.85 -1.59 3.41 -0.01
H -3.75 -2.26 4.73 0.71
H -3.21 0.58 5.28 0.23
H -2.89 -0.85 6.22 0.41
H -0.70 -0.42 5.87 0.47
H -1.01 -1.14 4.27 0.05
H -1.45 1.80 4.70 0.48
H 0.19 1.25 4.47 0.47
H -2.07 0.39 2.61 -0.45
H -1.42 1.99 2.43 0.49
H 0.66 -0.09 2.51 0.78
H 0.52 1.23 1.40 0.22
H -1.41 -1.12 1.25 0.07
H -0.21 0.18 -1.17 0.31
H -2.43 1.43 0.51 0.00
H -2.49 1.44 -1.22 0.38
H 0.51 3.44 -1.66 0.36
H -0.16 4.21 0.35 0.24
H 0.36 -1.90 -1.64 0.47
H 0.42 -3.44 -0.79 0.44
H 0.42 -2.15 2.60 -0.56
H 0.28 -3.51 1.50 0.58
H 2.64 -3.29 0.85 0.35
H 2.85 -1.99 2.05 0.40
H 2.02 -3.64 3.80 0.34
H 2.22 -4.92 2.59 0.38
H 4.34 -4.99 3.53 0.34
H 4.61 -3.72 2.34 0.35
H 5.23 -2.80 4.23 0.30
O 1.54 4.43 -2.99 -0.56
C 2.69 4.67 -3.32 0.93
C 3.09 5.90 -3.97 -1.03
C 4.38 6.08 -4.29 0.30
O 4.84 7.16 -4.89 -0.57
C 5.43 5.04 -4.00 1.03
O 6.57 5.28 -4.35 -0.64
C 5.03 3.81 -3.33 -0.90
C 3.74 3.63 -3.01 0.31
O 3.30 2.53 -2.41 -0.49
H 2.33 6.64 -4.18 0.45
H 5.80 7.03 -5.01 0.37
H 5.78 3.07 -3.12 0.55
H 2.33 2.60 -2.33 0.28
O -9.08 -3.14 -2.96 -0.64
C -8.68 -2.68 -1.91 0.95
C -9.43 -2.72 -0.66 -0.97
C -8.91 -2.17 0.44 0.29
O -9.52 -2.16 1.61 -0.60
C -7.56 -1.50 0.43 1.10
O -7.18 -1.01 1.48 -0.53
C -6.80 -1.47 -0.80 -1.11
C -7.32 -2.02 -1.90 0.29
O -6.70 -2.05 -3.07 -0.57
H -10.40 -3.21 -0.67 0.43
H -8.92 -1.69 2.22 0.36
H -5.82 -1.00 -0.79 0.65
H -7.30 -2.51 -3.69 0.36
O 10.05 -1.22 -6.78 -0.62
C 9.23 -0.77 -6.00 0.95
C 8.69 -1.51 -4.88 -0.96
C 7.78 -0.93 -4.09 0.22
O 7.22 -1.53 -3.04 -0.59
C 7.30 0.48 -4.33 1.11
O 6.46 0.92 -3.56 -0.57
C 7.85 1.23 -5.43 -1.01
C 8.77 0.65 -6.23 0.39
O 9.33 1.25 -7.26 -0.58
H 9.03 -2.52 -4.72 0.43
H 6.60 -0.88 -2.66 0.36
H 7.52 2.25 -5.58 0.51
H 9.94 0.60 -7.65 0.36
```

Kohn-Sham gap   7.60 eV
Multiplicity   1
Max |F|   0.87 eV/Å
HOMO   -9.349 eV
Structure (SMILES)   CCCCCCCCC[C@H]1[C@H](CB(O)O)S(=O)(=O)OC[C@]1(F)CCCCO.O=C1C=C(O)C(=O)C=C1O.O=C1C=C(O)C(=O)C=C1O.O=C1C=C(O)C(=O)C=C1O


No. 4
Molecular formula: C36H48BrF3IN2O6P
Method: DFT, the ωB97M-V functional and the def2-TZVPD basis

```
98
Properties=species:S:1:pos:R:3:lowdin_spin:R:1
O 3.59 -1.99 -4.18 0.00
C 3.42 -0.80 -4.03 0.00
C 4.57 0.13 -4.20 0.00
C 5.84 -0.34 -3.87 0.00
C 6.91 0.53 -4.00 0.00
C 6.74 1.84 -4.45 0.00
P 8.29 2.86 -4.56 0.00
O 9.42 1.68 -4.41 0.00
Br 8.36 3.13 -6.79 0.00
C 5.46 2.33 -4.75 0.00
C 5.21 3.77 -5.14 0.00
F 4.17 4.27 -4.45 0.00
F 4.98 3.92 -6.43 0.00
F 6.25 4.56 -4.83 0.00
C 4.37 1.44 -4.64 0.00
C 2.94 1.77 -5.01 0.00
O 2.69 2.48 -5.94 0.00
C 1.88 1.12 -4.19 0.00
C 0.65 1.72 -3.93 0.00
C 0.26 3.07 -4.48 0.00
C 0.36 4.30 -3.52 0.00
C 1.29 4.13 -2.32 0.00
I 0.21 3.48 -0.60 0.00
C -0.27 1.02 -3.16 0.00
C -0.01 -0.23 -2.63 0.00
C 1.20 -0.84 -2.91 0.00
O 1.48 -2.09 -2.41 0.00
C 2.13 -0.17 -3.69 0.00
H 5.97 -1.35 -3.53 0.00
H 7.90 0.17 -3.75 0.00
H 9.39 1.08 -5.18 0.00
H 0.80 3.30 -5.39 0.00
H -0.79 2.99 -4.75 0.00
H 0.70 5.14 -4.12 0.00
H -0.64 4.55 -3.18 0.00
H 2.11 3.45 -2.50 0.00
H 1.71 5.08 -2.04 0.00
H -1.24 1.46 -2.95 0.00
H -0.72 -0.77 -2.01 0.00
H 1.46 -2.66 -3.19 0.00
C 1.75 -3.59 1.98 0.00
C 0.42 -2.84 1.72 0.03
C -0.34 -2.62 3.03 0.02
C -0.98 -3.89 3.60 0.00
C -1.84 -4.57 2.54 0.02
C -1.09 -4.84 1.23 0.03
N -0.42 -3.59 0.74 0.37
O -1.27 -2.81 0.17 0.53
C -0.07 -5.97 1.45 0.00
C -2.06 -5.34 0.17 0.00
C 0.80 -1.48 1.16 0.00
H 2.60 -2.91 1.95 0.00
H 1.78 -4.07 2.96 0.00
H 1.95 -4.35 1.23 0.00
H -1.13 -1.88 2.87 0.00
H 0.34 -2.19 3.77 0.00
H -0.21 -4.57 3.97 0.00
H -1.59 -3.63 4.46 0.00
H -2.23 -5.52 2.92 0.00
H -2.71 -3.94 2.33 0.00
H 0.55 -6.11 0.56 0.00
H -0.60 -6.91 1.63 0.00
H 0.59 -5.81 2.30 0.00
H -2.89 -4.66 0.01 0.00
H -2.47 -6.30 0.48 0.00
H -1.55 -5.49 -0.79 0.00
H 1.31 -1.55 0.19 0.00
H 1.48 -0.98 1.85 0.00
H -0.06 -0.83 1.02 0.00
C -3.80 2.81 2.01 0.00
C -3.71 1.32 2.44 0.03
C -5.09 0.67 2.43 0.02
C -5.99 1.11 3.58 0.00
C -5.28 0.91 4.92 0.02
C -3.91 1.59 4.97 0.03
N -3.08 1.20 3.79 0.37
O -2.60 0.01 3.96 0.54
C -4.09 3.12 5.04 0.00
C -3.19 1.20 6.26 0.00
C -2.83 0.63 1.40 0.00
H -3.46 2.95 0.99 0.00
H -4.82 3.20 2.06 0.00
H -3.17 3.45 2.63 0.00
H -4.97 -0.42 2.47 0.00
H -5.57 0.89 1.47 0.00
H -6.30 2.15 3.46 0.00
H -6.91 0.52 3.57 0.00
H -5.90 1.30 5.73 0.00
H -5.16 -0.16 5.11 0.00
H -3.13 3.63 4.97 0.00
H -4.55 3.39 5.99 0.00
H -4.74 3.52 4.26 0.00
H -3.10 0.12 6.37 0.00
H -3.75 1.57 7.11 0.00
H -2.19 1.63 6.29 0.00
H -1.82 1.05 1.40 0.00
H -3.25 0.78 0.40 0.00
H -2.76 -0.44 1.55 0.00
```

Kohn-Sham gap (alpha / beta)   7.21 / 8.10 eV
Multiplicity   3
Max |F|   1.92 eV/Å
HOMO (alpha / beta)   -8.230 / -9.112 eV
<S²>   2.0082